# C21H31N3O4

An isolated molecule of C21H31N3O4 (the ωB97M-V functional and the def2-TZVPD basis, the OMol25 dataset).

The charge is 0. As for the SMILES: CCCCN(CC)Cc1ccc(CNC(=O)Nc2ccc(OC)cc2OC)o1. As for the orbital gap: 8.26 eV.

Atoms and positions in Å:
O 2.60882 2.96688 4.02710
O 3.06573 -0.75218 1.07758
O -1.50863 -1.90334 2.38272
O -1.43857 -2.81512 -1.31864
N 0.63121 -1.61795 1.61004
N -0.55780 -3.49074 1.06320
N -1.41759 -0.20916 -2.65476
C -3.20484 -3.17234 -2.61189
C 2.34912 0.00626 1.97502
C 2.02286 1.85751 3.48483
C 0.73715 1.41701 3.75046
C -1.32276 -1.48863 -3.34128
C -2.01694 -2.51434 -2.50170
C 4.36774 -0.33335 0.75054
C 2.82571 1.14396 2.59066
C -0.26642 1.51186 -1.32411
C -0.56137 -2.28121 1.72820
C -2.58718 0.56004 -3.01848
C -3.36064 -3.92241 -1.41750
C -0.17992 0.52108 -2.48625
C 0.25803 0.26913 3.13518
C 1.85646 3.73889 4.92974
C 1.00851 3.04807 0.21177
C -2.51042 1.29476 -4.36357
C 1.04416 -0.44936 2.25342
C 1.11093 2.02176 -0.90920
C -2.25903 -3.66024 -0.66029
C -1.82306 -4.09413 0.70988
H 1.60890 2.47037 -1.77317
H 0.17294 -3.63440 0.38140
H -4.18150 -4.55903 -1.15887
H 1.99567 3.38164 0.52308
H 0.13730 1.04930 -3.40334
H 0.43967 3.91571 -0.11630
H 0.95781 4.14766 4.45641
H -3.88581 -3.13590 -3.43791
H 5.02054 -0.33159 1.62861
H 0.59529 -0.21137 -2.24396
H 2.50777 4.55745 5.23262
H -1.73593 -5.18527 0.76011
H -0.73759 1.00938 -0.47753
H -3.42976 -0.13664 -3.03229
H -2.27201 0.60551 -5.17104
H -2.55125 -3.76459 1.45794
H 0.09099 1.94673 4.43082
H 4.36526 0.66277 0.29704
H 3.81782 1.52113 2.40800
H -1.77640 -1.47281 -4.34047
H -3.46823 1.75981 -4.58090
H 1.34811 -2.01546 1.02032
H 1.56961 3.15931 5.81320
H 0.50922 2.61199 1.07370
H -1.75063 2.07181 -4.33698
H -0.88892 2.36350 -1.60352
H 1.71880 1.17963 -0.57324
H -0.27140 -1.76801 -3.45030
H -0.74006 -0.07859 3.34101
H 4.73862 -1.05841 0.02708
H -2.77609 1.28567 -2.22421

---

# C21H31N5O3

An isolated molecule of C21H31N5O3 (the ωB97M-V functional and the def2-TZVPD basis, the OMol25 dataset).

The charge is 0. As for the SMILES: CC[C@@H]1CC[C@@](O)(C(=O)NCCN(C(=O)c2ccnc3c2ncn3C)C(C)C)C1. As for the orbital gap: 9.63 eV.

Atoms and positions in Å:
O 2.30791 -0.37166 -1.41583
O 3.98990 1.24940 -2.53158
O -2.58777 0.55700 1.31613
N -1.66689 -1.01470 -0.02070
N -1.87558 -3.20582 2.57170
N 1.38663 1.14836 -0.02714
N -3.46948 -4.47529 3.51685
N -5.43766 -3.30605 2.75189
C -2.13904 -2.26753 -2.09163
C -1.66061 -2.34565 -0.64519
C -3.12189 -2.69473 2.25505
C 4.23030 2.27258 -0.34490
C 3.19435 4.27726 -1.10372
C -0.72582 -0.01663 -0.50574
C 3.17496 5.62923 -1.82306
C -3.51466 -1.59491 1.49993
C -2.54842 -0.59969 0.91740
C 3.26330 1.82211 -1.46531
C 4.27529 5.81485 -2.86272
C -4.88078 -1.38039 1.40517
C 0.40054 0.22106 0.49802
C 4.56376 3.71246 -0.71825
C 2.27082 0.76962 -0.97070
C 2.59425 3.13643 -1.94377
C -0.28916 -2.99928 -0.52616
C -5.78610 -2.24731 2.02538
C -4.12907 -3.47703 2.83680
C -4.08802 -5.52287 4.29963
C -2.13964 -4.24421 3.31430
H -1.25565 0.91997 -0.68577
H -6.85010 -2.06550 1.92992
H -0.31641 -3.99135 -0.97942
H -2.37386 -2.94960 -0.08906
H 0.89512 -0.72397 0.72226
H 5.25877 5.86923 -2.39560
H 4.29657 4.99526 -3.58418
H -1.39438 -4.89484 3.74863
H 3.25827 6.42958 -1.08242
H -0.00923 0.62962 1.41922
H 2.86703 3.25457 -2.99327
H 2.19525 5.75584 -2.29298
H 5.22986 3.71686 -1.58327
H -0.29712 -0.36383 -1.44305
H -2.20324 -3.27086 -2.51434
H 2.60573 4.37755 -0.18265
H 5.04903 4.26703 0.08697
H 1.36366 2.11067 0.26298
H 3.73882 0.30953 -2.54057
H -4.60159 -5.10183 5.16282
H -4.81158 -6.06336 3.69221
H 3.72930 2.25083 0.62731
H 4.12316 6.73963 -3.42000
H 1.50424 3.10733 -1.89335
H 0.48049 -2.41813 -1.03915
H -0.01673 -3.10664 0.52312
H -3.31623 -6.20999 4.63859
H -5.25249 -0.52448 0.85852
H 5.08676 1.60169 -0.30305
H -1.44973 -1.69270 -2.71248
H -3.12515 -1.80471 -2.14979

---

# C21H31N5O6RuS

A structure of composition C21H31N5O6RuS (the ωB97M-V functional and the def2-TZVPD basis, the OMol25 dataset).

The charge is +1. The spin multiplicity is 6. As for the orbital gap (alpha / beta): 4.74 / 5.71 eV.

Atoms and positions in Å:
Ru -0.06026 -0.51185 -1.02200
S 0.14120 -2.48003 1.36968
O 1.02567 1.58885 1.05641
O -0.30611 -0.02610 -2.85734
O -1.52931 2.15283 -3.69595
O -2.21708 -2.26528 -2.15697
O 2.25400 -1.73162 -2.72464
O -1.34912 1.98687 0.61544
N -2.05546 -1.14189 -1.59830
N -0.30678 -2.19435 -0.21522
N 1.88741 -0.79446 -1.77519
N 1.25986 0.83431 -0.03069
N -1.54492 0.87829 -0.14496
C 4.35876 -1.06963 2.31282
C -3.32275 -1.55245 3.18420
C -0.89307 3.41626 -3.33398
C 2.00180 -1.09518 2.83708
C -1.96513 0.42035 3.39120
C -2.87292 0.65545 -0.35835
C -0.97706 -0.18311 2.61572
C -3.15053 -0.33984 -1.32748
C 1.74808 -1.81835 1.67587
C -1.11492 -1.50023 2.20255
C -2.32241 -2.16842 2.44600
C 3.29726 -0.70897 3.12989
C 4.28684 -0.20639 -1.89410
C 2.54697 0.92548 -0.40813
C 3.51848 1.78228 0.32178
C 2.90096 -0.01556 -1.39353
C 2.80926 -2.18041 0.84201
C -3.82374 1.52574 0.37971
C -4.51832 -0.52198 -1.90263
C 4.10026 -1.80009 1.16299
C -3.13258 -0.26875 3.69541
H -1.77348 4.06763 -3.28441
H -0.46388 3.13031 -2.39330
H 1.43334 -1.80839 -3.22523
H 2.61387 -2.75901 -0.05723
H -4.83841 1.40252 0.00111
H -4.62537 -1.50609 -2.35081
H 4.80441 -1.02802 -1.40308
H -1.79078 1.42825 3.76734
H 3.04603 2.68008 0.70553
H -0.08567 1.85434 0.89827
H 1.18713 -0.85925 3.51032
H 4.38017 2.11145 -0.26008
H 0.51406 0.24622 -3.31192
H -2.46416 -3.16074 2.02998
H -3.88460 0.19417 4.33644
H -3.55431 2.58795 0.36329
H -5.27320 -0.37761 -1.12683
H -0.08937 0.38021 2.35883
H -4.69252 0.23752 -2.67202
H 5.38382 -0.81953 2.58254
H -1.08075 1.11885 -3.27072
H 4.34127 -0.40204 -2.96210
H -0.71942 -2.97445 -0.74564
H -3.79678 1.17919 1.41395
H -2.03382 2.07047 -4.54256
H 4.93250 0.65721 -1.71851
H 4.91426 -2.11912 0.52429
H -0.25580 3.87829 -4.17017
H 3.94965 1.24945 1.16686
H 3.48979 -0.16214 4.04240
H -4.24228 -2.08949 3.39415

---

# C21H31N6NiP

A structure of composition C21H31N6NiP (the ωB97M-V functional and the def2-TZVPD basis, the OMol25 dataset).

The charge is +2. The spin multiplicity is 3. As for the orbital gap (alpha / beta): 7.49 / 7.42 eV.

Atoms and positions in Å:
Ni -0.35380 -0.20961 -0.77218
P 1.85998 -0.73622 -1.45819
N -1.40935 -1.46806 3.12565
N -1.14308 -0.89660 0.85747
N 0.69257 -1.27255 2.18873
N -0.22202 1.76099 -1.32886
N -1.17512 -0.23665 -2.62214
N -0.58033 2.05672 -2.48162
C 0.38218 2.76882 -0.54240
C -2.20206 0.14760 -5.15916
C 2.91231 -1.74211 -0.36753
C -2.24842 -1.10122 -4.56115
C -2.61049 -0.93086 0.72038
C -1.72051 -1.25464 -3.28805
C 0.63399 2.44712 0.78988
C -0.84928 -1.91236 4.40912
C 0.73029 4.01542 -1.06256
C 0.51574 -2.54252 4.23258
C -1.63560 1.21150 -4.46770
C -2.85887 -1.23685 3.13519
C 1.33558 4.93801 -0.23221
C 1.85057 -1.66585 -3.01640
C 1.23659 3.38218 1.61296
C 1.58878 4.62427 1.10090
C -3.27618 -0.37641 1.96399
C 1.38875 -1.59884 3.42960
C 2.86263 0.73214 -1.81583
C -1.14201 0.97283 -3.20228
C -0.64829 -1.21739 2.05867
H 0.33495 1.47977 1.18203
H -1.57662 2.20806 -4.88170
H 0.95775 -2.73438 5.20861
H -2.96296 0.65865 2.11809
H -2.94646 -1.95730 0.54038
H 2.87390 -1.85978 -3.33959
H -1.73076 -2.21425 -2.78643
H 3.81508 -2.04594 -0.89877
H 2.33891 -2.06423 3.17278
H -4.36062 -0.38908 1.86593
H 1.60121 -0.69093 3.99935
H -2.89624 -0.34328 -0.15657
H -1.55194 -2.62917 4.83442
H -3.10521 -0.75485 4.08195
H 0.52956 4.24504 -2.09929
H -3.36899 -2.20288 3.11305
H 1.33667 -2.61854 -2.88502
H -2.60493 0.29506 -6.15203
H 0.42555 -3.49670 3.71004
H 2.96954 1.34652 -0.92146
H -2.68583 -1.94965 -5.06737
H 3.85113 0.43647 -2.16927
H 1.33902 -1.09561 -3.79195
H 2.06234 5.35526 1.74240
H 1.61311 5.90815 -0.62047
H 1.21398 -1.16726 1.33766
H 3.22529 -1.16608 0.50552
H 2.38000 1.33150 -2.58885
H 1.42743 3.14963 2.65152
H -0.79992 -1.05673 5.08840
H 2.38050 -2.63632 -0.04020

---

no.,total energy (hartree)
1,-1284.01935
2,-1318.39395
3,-2036.43177
4,-2996.56021